No. 1
118
Properties=species:S:1:pos:R:3:forces:R:3:lowdin_spin:R:1 method="wB97M-V/def2-TZVPD" spin_multiplicity=2 homo_lumo_gap_ev="4.7 / 3.8" s2=1.078 homo_energy_ha="-0.1285 / -0.0939" charge=-2
C 2.6634 -0.8668 -1.7419 -0.7 -0.3 -0.4 0.001
C 1.7402 -0.8204 -0.5014 1.3 -0.6 -0.6 0.001
C 2.6369 -0.1216 0.5789 -1.1 -0.2 -0.3 0.002
C 1.8613 0.2838 1.7744 0.0 0.0 0.9 0.001
C 0.7821 1.2722 1.3739 -0.7 -1.4 -0.3 0.000
C -0.3153 0.7385 0.2819 1.7 1.3 1.6 0.001
N 0.4868 -0.0022 -0.8429 -4.4 -2.3 -3.2 0.003
O -0.3953 -0.5874 -1.8593 4.7 2.9 4.8 -0.002
C -0.9803 2.0406 -0.2748 -0.3 -0.9 -1.9 0.002
C -1.3024 -0.3403 0.9224 0.8 1.2 -0.4 0.002
C 1.3007 -2.3292 -0.1148 -0.9 1.7 -0.7 -0.001
H 2.8862 0.1301 -2.1220 -0.3 0.2 0.1 0.001
H 2.1971 -1.4664 -2.5237 0.0 0.1 -0.2 0.000
H 3.6183 -1.3301 -1.4937 -0.1 -0.1 0.3 0.000
H 3.0672 0.8009 0.1892 0.1 -0.1 -0.6 0.002
H 3.4588 -0.7518 0.9185 0.0 -0.4 -0.5 0.000
H 2.5824 0.7922 2.4145 -0.2 0.3 0.3 0.001
H 1.5827 -0.5661 2.3974 -0.6 0.0 -0.2 0.000
H 1.3573 2.1336 1.0345 -0.7 0.2 -0.5 0.000
H 0.2465 1.5254 2.2888 -0.3 0.3 -0.1 0.000
H -0.2816 2.7621 -0.6981 0.7 -0.4 0.1 0.000
H -1.7021 2.6747 0.2400 0.1 -0.8 1.2 0.000
H -1.5530 1.7254 -1.1470 -0.2 -0.1 -0.3 0.000
H -1.7005 -0.9612 0.1199 0.0 -0.1 0.2 0.000
H -2.1292 0.1288 1.4557 0.2 0.3 -0.3 0.000
H -0.7768 -0.9002 1.6960 0.2 -0.2 -0.3 0.000
H 2.1575 -2.9618 0.1172 -0.1 0.4 0.4 0.000
H 0.7461 -2.8061 -0.9229 0.4 0.3 -0.6 0.000
H 0.5021 -2.2733 0.6250 0.7 -0.2 0.7 0.000
C 2.0933 4.6618 1.8399 1.5 -1.3 2.7 0.186
C 2.7672 4.0386 2.9700 -0.5 -0.7 1.8 0.003
C 4.0380 3.0993 2.6770 -1.8 -0.7 3.3 0.013
O 4.3712 2.4221 3.6596 0.6 0.9 -1.4 0.123
C 4.4496 2.8676 1.3644 1.5 -0.8 1.5 0.268
C 3.8171 3.5047 0.3718 -0.5 1.3 -6.6 0.007
C 2.6165 4.4221 0.5914 -2.7 2.2 -3.2 -0.003
O 1.9516 4.9833 -0.3781 2.4 -1.7 1.5 0.103
O 4.2007 3.3286 -0.8552 -0.9 0.5 2.8 0.235
O 2.3845 3.9856 4.1638 0.4 0.8 -2.6 0.042
H 1.1657 5.2003 1.9658 0.0 0.1 0.0 0.009
H 5.2728 2.2106 1.1254 0.0 -0.1 0.1 0.009
N 2.4957 0.7715 5.2763 1.3 -4.2 -1.4 0.000
S 1.1939 0.0903 5.7208 -6.9 2.7 1.4 0.000
O 1.1239 0.0029 7.1719 -0.9 -0.7 -1.7 0.000
O 0.5130 -0.8679 4.7979 1.7 0.9 2.3 0.000
F 0.2972 1.4027 5.3728 -0.6 -0.1 0.5 0.000
S 3.1256 -0.8185 5.1403 6.9 0.3 -0.3 0.000
O 3.2398 -1.4688 3.8551 -0.8 0.8 0.5 0.000
O 3.1364 -1.6941 6.2924 -1.2 0.4 -0.7 0.000
F 4.5849 -0.1689 5.3334 0.5 -0.4 -0.5 0.000
O 1.4136 2.5397 -2.5166 -0.6 -1.2 0.3 -0.010
H 0.9680 1.9683 -3.1720 0.1 0.1 0.3 0.000
C -1.7727 3.8798 4.4964 -0.6 -0.2 -0.9 0.000
N -1.7811 4.0068 5.9645 3.2 0.7 -1.0 0.000
O -0.7518 4.5053 6.4035 -0.7 -0.2 0.2 0.000
O -2.7343 3.7120 6.5941 -2.2 -0.7 1.3 0.000
H -2.1358 4.8605 4.1892 0.5 0.1 -0.4 0.000
H -2.4974 3.1669 4.1030 0.0 -0.2 0.6 0.000
H -0.7749 3.6025 4.1562 0.0 0.5 0.2 0.000
C 4.9144 0.7335 -4.7003 -1.1 0.8 0.5 0.000
N 5.0078 2.2461 -4.3742 -2.7 1.8 -1.8 0.000
O 3.9433 2.9010 -4.1163 3.6 -2.7 -0.5 0.003
O 6.0858 2.7596 -4.6425 -0.4 -0.3 0.8 0.000
H 3.9801 0.5197 -5.2194 -0.3 0.6 0.3 0.000
H 4.8468 0.2706 -3.7158 0.5 -0.4 -0.3 0.000
H 5.6733 0.4254 -5.4195 0.5 0.3 0.8 0.000
C 3.9391 -5.9238 0.9811 1.0 -0.3 2.5 0.000
N 3.7036 -6.1287 -0.4144 0.4 -0.4 -2.1 0.000
O 2.9601 -5.3148 -0.9440 0.5 -1.1 -0.1 0.000
O 4.3022 -7.0738 -0.9817 -1.4 1.7 0.9 0.000
H 3.9024 -4.8767 1.2817 -0.2 -0.1 -0.5 0.000
H 4.9068 -6.3396 1.2617 0.0 0.1 -0.4 0.000
H 3.2341 -6.4875 1.5920 -0.4 0.1 -0.4 0.000
C -3.7605 -4.8571 -1.7123 -0.6 0.0 -1.3 0.000
N -2.3057 -4.8992 -2.0361 1.7 -0.3 1.7 0.000
O -1.9739 -5.7692 -2.8206 -0.3 0.2 -0.3 0.000
O -1.5089 -4.1387 -1.4927 -1.4 -0.4 -0.5 0.000
H -4.0705 -4.1646 -2.4949 -0.6 0.1 0.2 0.000
H -4.1399 -4.5587 -0.7350 1.0 0.3 0.0 0.000
H -4.1511 -5.8412 -1.9715 0.1 0.1 0.0 0.000
Br -2.0362 8.4585 -0.0344 -0.2 0.4 0.2 0.000
C -1.0337 6.8270 -0.3740 -0.5 -0.1 -0.8 0.000
C -1.6984 5.6446 0.2830 0.7 0.5 1.1 0.000
Br -3.4574 5.2582 -0.4340 0.2 -0.2 0.0 0.000
H -0.0226 7.0397 -0.0269 -0.1 -0.5 -0.1 0.000
H -1.1083 6.7168 -1.4559 0.5 0.0 0.1 0.000
H -1.8208 5.9000 1.3356 -0.3 -0.2 0.0 0.000
H -1.0595 4.7615 0.2669 -0.1 0.0 -0.5 0.000
C -4.4261 1.1719 0.5000 -0.7 0.3 0.1 0.000
C -5.0951 0.4275 1.6153 -0.9 0.0 0.3 0.000
O -4.2496 -0.5864 1.9986 0.8 -2.7 2.0 0.000
C -4.5160 -1.2753 3.2733 -0.3 0.8 0.3 0.000
C -3.8783 -2.6848 3.3748 -0.4 1.4 -0.3 0.000
H -5.2305 1.6724 -0.0390 0.2 0.3 -0.3 0.000
H -3.7360 1.9223 0.8858 0.2 -0.2 -0.3 0.000
H -3.9639 0.4236 -0.1437 0.2 0.3 -0.1 0.000
H -5.3612 1.0494 2.4700 0.0 0.4 0.1 0.000
H -6.0233 -0.0141 1.2524 -0.5 -0.1 -0.1 0.000
H -4.2638 -0.6098 4.0989 1.2 0.2 -0.1 0.000
H -5.5616 -1.3504 3.5720 -0.8 -0.2 -1.2 0.000
H -4.6470 -3.4365 3.1956 0.3 -0.1 -0.4 0.000
H -3.4951 -2.8703 4.3782 0.2 0.2 -0.1 0.000
H -3.0796 -2.6674 2.6332 0.1 -0.6 0.1 0.000
C -2.2669 -2.0866 -4.4063 0.5 -0.3 -0.7 0.000
C -3.3464 -2.8447 -5.1933 1.0 -1.3 0.4 0.000
O -3.0901 -3.0122 -6.6199 -1.9 1.4 0.4 0.000
C -1.8744 -3.6261 -6.9239 1.1 -0.1 1.4 0.000
C -1.6208 -3.9555 -8.3863 -0.4 0.4 0.6 0.000
H -1.8479 -1.2412 -4.9520 -0.3 0.2 0.0 0.000
H -2.5493 -1.7630 -3.4045 -0.3 0.0 -0.1 0.000
H -1.4394 -2.7871 -4.2947 0.2 0.2 0.3 0.000
H -3.3290 -3.8496 -4.7715 0.3 -0.7 0.0 0.000
H -4.3594 -2.6041 -4.8710 -0.2 1.0 -1.4 0.000
H -1.0752 -3.0033 -6.5220 0.4 0.1 -0.2 0.000
H -1.8353 -4.5208 -6.3027 0.2 -0.6 -0.1 0.000
H -2.5120 -4.4811 -8.7293 0.3 0.0 -0.6 0.000
H -0.7124 -4.5535 -8.4587 -0.2 -0.4 0.1 0.000
H -1.3762 -3.0715 -8.9754 -0.6 0.1 -0.1 0.000

=====

No. 2
92
Properties=species:S:1:pos:R:3:forces:R:3:mulliken_charge:R:1 method="wB97M-V/def2-TZVPD" homo_lumo_gap_ev=5.7 homo_energy_ha=-0.1505 charge=-1
Ba 0.3249 0.0849 1.1919 -1.0 -0.4 -3.0 2.411
C 5.5818 -5.3531 -1.4604 0.0 0.0 0.0 -0.341
C 5.0978 -5.1318 -0.1800 0.0 0.0 0.0 -0.834
C 4.1330 -4.1597 0.0428 0.0 0.0 0.0 0.183
C 3.6377 -3.3950 -1.0087 0.0 0.0 0.0 -0.746
C 4.1298 -3.6270 -2.2911 0.0 0.0 0.0 0.184
C 5.0945 -4.5967 -2.5171 0.0 0.0 0.0 -0.843
C 2.5960 -2.3516 -0.7689 0.0 0.0 0.0 1.846
C 3.0475 -1.0103 -0.7911 0.0 0.1 -0.1 0.087
C 4.4041 -0.5792 -1.0975 0.1 0.1 0.0 -1.176
C 4.4046 0.7767 -1.0656 0.1 0.0 0.0 -1.370
C 3.0526 1.1946 -0.7312 -0.1 -0.1 -0.1 -0.173
C 2.5964 2.5296 -0.6666 0.0 0.0 -0.1 2.080
C 3.6330 3.5759 -0.9273 0.0 0.0 0.0 -0.749
C 4.4269 4.0738 0.0993 0.0 0.0 0.1 0.184
C 5.3925 5.0367 -0.1641 0.0 0.0 0.1 -0.807
C 5.5748 5.5120 -1.4533 0.0 0.0 0.0 -0.415
C 4.7850 5.0209 -2.4843 0.0 0.0 0.0 -0.762
C 3.8217 4.0597 -2.2204 0.0 0.0 0.0 0.114
C 1.2755 3.0008 -0.5058 0.0 -0.1 -0.1 -0.164
N 0.1830 2.2223 -0.3451 -0.1 -0.7 0.0 -0.440
C -0.9239 2.9959 -0.3763 0.1 0.1 -0.1 0.406
C -2.2599 2.5325 -0.3738 0.0 0.0 0.0 1.096
C -3.3168 3.5782 -0.5184 -0.1 0.0 0.1 -0.522
C -3.4987 4.2505 -1.7238 0.0 0.0 0.0 0.129
C -4.4894 5.2113 -1.8588 0.0 0.0 0.0 -0.857
C -5.3162 5.5156 -0.7874 0.0 0.0 0.0 -0.322
C -5.1459 4.8518 0.4188 0.0 0.0 0.0 -0.834
C -4.1544 3.8910 0.5499 0.0 0.0 0.0 0.184
C -2.7249 1.2000 -0.3600 0.0 -0.1 -0.1 0.010
C -4.0911 0.7813 -0.6462 0.0 0.0 0.0 -1.293
C -4.0863 -0.5735 -0.6850 0.0 0.0 0.0 -1.195
C -2.7175 -1.0009 -0.4233 0.0 0.0 -0.1 0.060
N -1.9601 0.0959 -0.2106 0.8 0.0 0.1 0.005
C -2.2548 -2.3337 -0.5109 0.0 0.0 0.0 1.141
C -0.9245 -2.8065 -0.5297 0.0 -0.1 -0.1 0.494
C -0.5223 -4.1861 -0.7827 0.0 0.0 0.0 -1.153
C 0.8317 -4.1975 -0.8466 0.0 0.0 0.0 -1.286
C 1.2738 -2.8247 -0.6378 0.0 0.1 -0.1 -0.239
N 0.1884 -2.0504 -0.4297 0.0 0.8 0.2 -0.356
C -3.3127 -3.3685 -0.7246 -0.1 -0.1 0.2 -0.612
C -3.6288 -3.8197 -2.0013 0.0 0.0 -0.1 0.242
C -4.6132 -4.7783 -2.1919 0.0 0.0 0.0 -0.833
C -5.2967 -5.3019 -1.1048 0.0 0.0 0.0 -0.327
C -4.9900 -4.8599 0.1743 0.0 0.0 0.0 -0.777
C -4.0059 -3.9004 0.3604 0.0 0.0 0.0 0.213
C -0.5086 4.3846 -0.5228 0.0 0.0 0.0 -1.084
C 0.8450 4.3853 -0.6038 0.0 0.1 0.0 -1.334
N 2.2929 0.0871 -0.5721 -0.7 -0.1 0.2 -0.763
H 6.3352 -6.1111 -1.6343 0.0 0.0 0.0 0.364
H 5.4734 -5.7146 0.6518 0.0 0.0 0.0 0.376
H 3.7570 -3.9832 1.0430 0.0 0.0 0.0 0.468
H 3.7460 -3.0357 -3.1132 0.0 0.0 0.0 0.465
H 5.4646 -4.7632 -3.5211 0.0 0.0 0.0 0.382
H 5.2416 -1.2201 -1.3227 0.0 0.0 0.0 0.484
H 5.2405 1.4301 -1.2598 0.0 0.0 0.0 0.453
H 4.2787 3.7048 1.1063 0.0 0.0 0.0 0.398
H 6.0030 5.4158 0.6459 0.0 0.0 0.0 0.398
H 6.3287 6.2629 -1.6551 0.0 0.0 0.0 0.343
H 4.9196 5.3850 -3.4953 0.0 0.0 0.0 0.373
H 3.2028 3.6699 -3.0194 0.0 0.0 0.0 0.477
H -2.8538 4.0104 -2.5600 0.0 0.0 0.0 0.453
H -4.6166 5.7212 -2.8056 0.0 0.0 0.0 0.374
H -6.0902 6.2655 -0.8922 0.0 0.0 0.0 0.370
H -5.7840 5.0823 1.2627 0.0 0.0 0.0 0.370
H -4.0187 3.3698 1.4894 0.0 0.0 0.0 0.439
H -4.9280 1.4358 -0.8318 0.0 0.0 0.0 0.439
H -4.9196 -1.2220 -0.9053 0.0 0.0 0.0 0.440
H -1.1891 -5.0232 -0.9161 0.0 0.0 0.0 0.451
H 1.4701 -5.0442 -1.0441 0.0 0.0 0.0 0.445
H -3.0952 -3.4126 -2.8514 0.0 0.0 0.0 0.452
H -4.8460 -5.1166 -3.1939 0.0 0.0 0.0 0.368
H -6.0648 -6.0504 -1.2536 0.0 0.0 0.0 0.362
H -5.5153 -5.2617 1.0316 0.0 0.0 0.0 0.368
H -3.7629 -3.5524 1.3567 0.0 0.0 0.0 0.451
H -1.1618 5.2408 -0.5722 0.0 0.0 0.0 0.488
H 1.4902 5.2406 -0.7273 0.0 0.0 0.0 0.479
F 0.0182 1.5376 5.8663 0.0 0.0 0.0 -0.209
C 0.2824 0.2377 5.8678 0.0 -0.1 0.1 0.508
F 1.2497 -0.0228 6.7362 -0.1 0.1 0.0 -0.200
F -0.8164 -0.4181 6.2505 0.1 0.0 0.0 -0.211
S 0.7755 -0.3560 4.1580 0.7 1.3 0.1 1.292
O -0.4643 -0.8424 3.5683 0.6 0.5 0.5 -0.749
O 1.8425 -1.2923 4.3464 -0.1 -0.1 0.2 -0.628
N 1.2587 1.0089 3.3172 1.3 -0.9 3.1 -0.703
S 2.7462 1.6708 3.7503 -2.0 -0.6 -0.8 0.816
O 2.8636 2.8089 2.8965 0.3 0.1 0.1 -0.568
O 2.9410 1.7558 5.1607 0.1 0.0 0.2 -0.663
C 4.0374 0.4623 3.1180 0.1 -0.1 -0.2 0.676
F 3.4912 -0.4203 2.2727 0.2 0.2 0.1 -0.089
F 4.9693 1.1559 2.4542 -0.2 -0.2 0.3 -0.217
F 4.6161 -0.1903 4.1237 -0.1 0.2 -0.3 -0.246

=====

No. 3
40
Properties=species:S:1:pos:R:3:forces:R:3:mulliken_charge:R:1 method="wB97M-V/def2-TZVPD" homo_lumo_gap_ev="7.1 / 7.1" homo_energy_ha="-0.3045 / -0.3045" de_lowest_kcal_mol=36.4
Ir 0.1277 0.0817 -0.0244 0.0 -0.8 2.9 1.283
C -0.2315 1.1596 2.2953 -0.1 -0.4 -0.4 -0.339
C 1.0976 0.6749 2.3608 -0.2 0.6 -1.3 -0.561
C 1.0688 -0.7115 2.1132 -0.2 -0.5 -1.2 -0.435
C -0.2939 -1.1005 1.9285 0.0 0.4 0.0 -0.559
C -1.0906 0.0635 2.0608 -0.5 -0.1 0.1 -0.413
H -0.5435 2.1722 2.4822 0.0 0.1 -0.2 0.408
H 1.9719 1.2669 2.5581 0.1 0.1 -0.1 0.393
H 1.9050 -1.3852 2.1852 0.1 0.0 -0.2 0.474
H -0.6646 -2.1080 1.8748 0.0 -0.1 -0.3 0.473
H -2.1657 0.0915 2.0797 -0.1 0.0 -0.1 0.427
O -1.1211 1.3969 -1.1980 1.0 0.2 -0.5 -0.698
C -1.5252 1.2133 -2.3625 0.0 -0.3 -0.1 -0.053
C -1.9120 -0.0206 -2.9663 0.6 -0.5 0.5 0.460
C -2.4942 -0.0071 -4.2370 -0.2 -0.4 -0.5 -0.537
C -2.8289 -1.1848 -4.8785 0.5 0.7 1.2 -0.301
C -2.5798 -2.4213 -4.2633 0.1 -0.1 0.2 -0.441
C -2.0181 -2.4660 -3.0238 -0.1 0.0 0.1 -0.612
C -1.6508 -1.2828 -2.3093 -0.2 0.4 -0.6 0.696
O -1.1299 -1.4030 -1.1631 1.5 0.7 1.1 -0.976
N -3.4140 -1.1531 -6.1755 -0.4 0.1 -0.8 1.014
O -3.6413 -2.2195 -6.7218 0.0 0.0 0.0 -0.634
O -3.6525 -0.0655 -6.6722 0.0 0.0 -0.1 -0.636
H -1.5729 2.0850 -3.0326 -0.4 0.2 0.3 0.371
H -2.7018 0.9302 -4.7321 0.0 0.1 -0.1 0.511
H -2.8420 -3.3240 -4.7934 0.0 -0.1 0.0 0.484
H -1.8245 -3.4078 -2.5365 0.1 -0.1 0.0 0.434
O 1.8929 -0.6917 -2.3291 -0.3 -0.5 -0.3 -0.524
B 1.9455 0.0772 -1.1642 -2.1 0.1 -0.3 0.423
O 3.1293 0.8103 -1.1723 -0.1 0.4 1.0 -0.446
C 3.7748 0.5189 -2.3320 0.0 -0.7 -1.0 0.905
C 4.9710 0.9975 -2.8278 -0.3 0.0 0.4 -0.960
C 5.3908 0.4948 -4.0498 0.0 -0.1 -0.2 -0.490
C 4.6382 -0.4383 -4.7518 0.2 0.1 -0.1 -0.532
C 3.4279 -0.9091 -4.2664 -0.3 0.0 0.3 -0.892
C 3.0116 -0.4166 -3.0449 0.9 0.5 0.0 0.575
H 5.5540 1.7237 -2.2873 0.1 0.1 0.1 0.473
H 6.3277 0.8307 -4.4663 0.1 0.1 0.0 0.375
H 5.0086 -0.8086 -5.6961 0.0 0.0 -0.1 0.373
H 2.8407 -1.6308 -4.8119 -0.1 -0.1 0.0 0.486

=====

No. 4
21
Properties=species:S:1:pos:R:3:forces:R:3:nbo_charge:R:1 method="wB97M-V/def2-TZVPD" homo_lumo_gap_ev=9.6 homo_energy_ha=-0.4681 de_lowest_kcal_mol=78.1 charge=+1
C 0.5294 -1.0555 -1.2984 1.5 0.2 -0.9 -0.218
C 0.4530 -1.6031 0.1666 -2.6 0.4 -1.6 -0.466
C 0.3144 -0.3228 1.0334 3.8 -1.4 0.5 -0.003
C -0.7974 -0.0363 1.6588 -2.8 1.2 -1.2 -0.420
C 1.6316 0.5074 1.3389 0.0 -0.9 0.9 -0.680
N -0.8709 -0.4122 -1.7491 1.9 -1.0 3.6 -0.716
H 0.8635 -1.7896 -2.0910 -0.6 0.9 0.9 0.242
H 1.3139 -0.2016 -1.2014 -1.6 -1.3 -0.9 0.235
H -0.5573 -2.2425 0.2768 2.4 1.1 -0.1 0.229
H 1.3618 -2.2609 0.3890 -1.3 1.2 -0.2 0.284
H -1.7664 0.0491 1.0057 1.2 -1.4 2.2 0.210
H -0.6955 0.4065 2.6303 -0.5 1.2 0.0 0.227
H 2.5214 0.1562 0.7898 -0.4 -0.2 0.1 0.222
H 1.9619 0.5188 2.4318 -0.7 -0.1 -1.3 0.260
H 1.4893 1.5528 1.0242 -0.1 -0.4 0.2 0.219
H -0.9055 0.4359 -1.1618 -0.6 0.3 0.3 0.476
H -1.6247 -1.0412 -1.4547 0.1 0.2 -0.3 0.435
H -1.0245 -0.0495 -2.6440 0.2 0.0 -2.2 0.437
H -0.9725 2.3306 0.3791 -2.3 -0.5 -3.6 0.516
H -1.6841 2.9446 -1.0019 0.2 -0.1 0.4 0.506
O -1.5414 2.1133 -0.5220 2.2 0.5 3.1 -0.994

=====

Please write out number 4 again, unchanged.
21
Properties=species:S:1:pos:R:3:forces:R:3:nbo_charge:R:1 method="wB97M-V/def2-TZVPD" homo_lumo_gap_ev=9.6 homo_energy_ha=-0.4681 de_lowest_kcal_mol=78.1 charge=+1
C 0.5294 -1.0555 -1.2984 1.5 0.2 -0.9 -0.218
C 0.4530 -1.6031 0.1666 -2.6 0.4 -1.6 -0.466
C 0.3144 -0.3228 1.0334 3.8 -1.4 0.5 -0.003
C -0.7974 -0.0363 1.6588 -2.8 1.2 -1.2 -0.420
C 1.6316 0.5074 1.3389 0.0 -0.9 0.9 -0.680
N -0.8709 -0.4122 -1.7491 1.9 -1.0 3.6 -0.716
H 0.8635 -1.7896 -2.0910 -0.6 0.9 0.9 0.242
H 1.3139 -0.2016 -1.2014 -1.6 -1.3 -0.9 0.235
H -0.5573 -2.2425 0.2768 2.4 1.1 -0.1 0.229
H 1.3618 -2.2609 0.3890 -1.3 1.2 -0.2 0.284
H -1.7664 0.0491 1.0057 1.2 -1.4 2.2 0.210
H -0.6955 0.4065 2.6303 -0.5 1.2 0.0 0.227
H 2.5214 0.1562 0.7898 -0.4 -0.2 0.1 0.222
H 1.9619 0.5188 2.4318 -0.7 -0.1 -1.3 0.260
H 1.4893 1.5528 1.0242 -0.1 -0.4 0.2 0.219
H -0.9055 0.4359 -1.1618 -0.6 0.3 0.3 0.476
H -1.6247 -1.0412 -1.4547 0.1 0.2 -0.3 0.435
H -1.0245 -0.0495 -2.6440 0.2 0.0 -2.2 0.437
H -0.9725 2.3306 0.3791 -2.3 -0.5 -3.6 0.516
H -1.6841 2.9446 -1.0019 0.2 -0.1 0.4 0.506
O -1.5414 2.1133 -0.5220 2.2 0.5 3.1 -0.994